*1*
2 unconnected molecules or ions with the total composition C3H10O2S2. Source: the OMol25 dataset; level of theory: wB97M-V/def2-TZVPD.

```
17
Properties=species:S:1:pos:R:3:mulliken_charge:R:1
O -1.01 1.22 -0.33 -0.6479
C -0.32 0.58 -1.40 -0.5100
C 0.99 -0.14 -0.98 -0.5441
C 0.83 -1.11 0.17 -0.5551
S 1.21 -0.62 1.86 -0.0042
S 2.00 1.12 1.98 -0.2314
H -0.73 1.07 0.60 0.2724
H -0.16 1.19 -2.26 0.3936
H -1.19 -0.07 -1.76 0.2840
H 1.77 0.63 -0.92 0.3311
H 1.14 -0.73 -1.92 0.2833
H 1.47 -1.96 -0.16 0.3793
H -0.20 -1.48 0.22 0.3215
H 1.37 2.28 1.72 0.1332
O -2.10 -0.82 1.19 -0.6002
H -2.08 -0.06 0.60 0.4225
H -3.00 -1.11 1.38 0.2721
```

Computed properties:
SMILES: OCCCSS.O
Net charge: 0
E_HOMO, Eh: -0.314
LUMO level, eV: 0.54
Orbital gap, eV: 9.082


*2*
3 unconnected molecules or ions with the total composition C3H10O2S2. Source: the OMol25 dataset; level of theory: wB97M-V/def2-TZVPD.

```
17
Properties=species:S:1:pos:R:3:mulliken_charge:R:1
C -0.86 -0.46 0.65 -0.7330
C 0.43 -1.02 -0.02 -0.1749
O 0.74 -0.22 -1.11 -0.4821
C -1.81 0.06 -0.57 -0.6141
S -3.42 0.77 -0.11 -0.2998
S 3.81 -0.36 -0.98 -0.0047
H -0.71 0.43 1.20 0.3105
H -1.58 -1.03 1.34 0.3729
H 1.25 -0.92 0.72 0.3630
H 0.30 -2.08 -0.28 0.3489
H 1.82 -0.24 -1.10 0.0870
H -1.98 -0.64 -1.36 0.3814
H -1.09 0.78 -0.85 0.3176
H -4.04 1.39 -1.14 0.1146
H 2.62 1.10 1.96 0.3311
H 2.56 1.25 0.42 0.2735
O 1.96 1.22 1.23 -0.5917
```

Computed properties:
Net charge: 0
E_HOMO, Eh: -0.315
LUMO level, eV: -5.05
Orbital gap, eV: 3.522


Which of them is the least stable? Correct choice: *2*.


*1*
C4H4ClF in the gas phase. Source: the OMol25 dataset; level of theory: wB97M-V/def2-TZVPD.

```
10
Properties=species:S:1:pos:R:3:mulliken_charge:R:1
C -2.09 1.23 -0.02 -0.8590
C -1.54 0.04 -0.03 0.7110
F -2.39 -1.08 -0.01 -0.2791
C -0.14 -0.40 0.07 -0.2176
C 0.86 0.42 0.04 -0.2895
Cl 2.52 -0.09 -0.03 -0.1703
H -1.48 2.10 0.03 0.2248
H -3.12 1.35 -0.05 0.3041
H 0.02 -1.48 0.11 0.3253
H 0.75 1.49 0.14 0.2503
```

Computed properties:
SMILES: C=C(F)/C=C/Cl
Net charge: 0
E_HOMO, Eh: -0.343
LUMO level, eV: 0.49
Orbital gap, eV: 9.815


*2*
C4H4ClF in the gas phase. Source: the OMol25 dataset; level of theory: wB97M-V/def2-TZVPD.

```
10
Properties=species:S:1:pos:R:3:mulliken_charge:R:1
C 2.49 0.05 0.03 -0.2940
C 1.23 0.07 -0.18 -0.2233
C -0.17 -0.54 -0.26 -0.3841
C -1.24 0.36 0.28 0.1533
F -1.02 1.53 -0.25 -0.2222
Cl -2.82 -0.10 -0.11 -0.1659
H 3.40 0.57 -0.05 0.3404
H -0.24 -1.49 0.42 0.2741
H -0.39 -0.83 -1.33 0.2700
H -1.24 0.37 1.44 0.2517
```

Computed properties:
SMILES: C#CC[C@@H](F)Cl
Net charge: 0
E_HOMO, Eh: -0.378
LUMO level, eV: 0.66
Orbital gap, eV: 10.941


*3*
A molecular structure, C4H4ClF. Source: the OMol25 dataset; level of theory: wB97M-V/def2-TZVPD.

```
10
Properties=species:S:1:pos:R:3:mulliken_charge:R:1
C 0.34 0.56 -1.86 0.0364
C 0.60 -0.04 -0.66 -0.3387
C -0.12 0.13 0.68 -0.1551
C -0.48 -0.67 1.73 -0.2200
H -0.73 1.05 -2.29 0.2490
H 1.46 -0.69 -0.61 0.3314
H -0.45 1.44 0.88 0.1708
H 0.02 -1.70 2.01 0.2738
F 1.10 0.32 -2.78 -0.1948
Cl -1.74 -0.40 2.89 -0.1527
```

Computed properties:
Net charge: 0
E_HOMO, Eh: -0.321
LUMO level, eV: 0.70
Orbital gap, eV: 9.438


Which of them is the least stable? Correct choice: *3*.


*1*
A gas-phase ion, C3H9N4O2 (charge +1). Source: the OMol25 dataset; level of theory: wB97M-V/def2-TZVPD.

```
18
Properties=species:S:1:pos:R:3:mulliken_charge:R:1
C 0.97 -1.80 1.46 -0.8281
N 0.26 -0.82 0.65 0.3515
N -0.82 -1.30 -0.06 -0.7030
C 0.57 0.43 0.58 0.0118
N 0.07 1.27 -0.34 -0.2036
C 0.68 2.62 -0.26 0.5306
O 1.53 2.81 0.56 -0.4835
O 0.23 3.57 -1.14 -0.1815
N -0.66 3.12 -2.17 -0.4601
H 1.72 -2.21 0.91 0.4087
H 1.50 -1.24 2.16 0.3746
H 0.25 -2.50 1.80 0.2475
H -1.68 -0.70 0.04 0.2630
H -0.98 -2.29 0.33 0.3071
H 1.39 0.78 1.18 0.4039
H -0.59 1.07 -1.08 0.4323
H -0.65 3.94 -2.81 0.2865
H -1.55 2.78 -1.77 0.2425
```

Computed properties:
SMILES: C/[N+](N)=C/NC(=O)ON
Net charge: +1
E_HOMO, Eh: -0.512
LUMO level, eV: -3.85
Orbital gap, eV: 10.077


*2*
2 unconnected molecules or ions with the total composition C3H9N4O2. Source: the OMol25 dataset; level of theory: wB97M-V/def2-TZVPD.

```
18
Properties=species:S:1:pos:R:3:mulliken_charge:R:1
C 1.49 0.27 -0.17 0.3959
C 2.90 -1.78 -0.25 -0.6419
C -2.41 -0.99 1.00 -0.4137
N 2.14 -0.64 -0.53 -0.0667
N 0.69 1.24 -0.10 0.2300
N -2.62 -0.09 0.12 0.7376
N 1.05 2.57 0.17 -0.5990
O -1.87 0.88 -0.18 -0.8545
O -3.77 -0.17 -0.60 -0.4177
H 2.75 -2.49 -1.07 0.2691
H 2.62 -2.24 0.71 0.3245
H 3.95 -1.50 -0.22 0.3080
H -1.53 -0.96 1.61 0.2747
H -3.15 -1.76 1.13 0.3062
H -0.37 1.03 -0.08 0.2381
H -3.80 0.57 -1.24 0.3654
H 1.72 2.93 -0.51 0.2736
H 0.22 3.14 0.20 0.2702
```

Computed properties:
Net charge: +1
E_HOMO, Eh: -0.493
LUMO level, eV: -3.26
Orbital gap, eV: 10.151


Which of them is the least stable? Correct choice: *2*.


*1*
C2HN3O2 in the gas phase. Source: the OMol25 dataset; level of theory: wB97M-V/def2-TZVPD.

```
8
Properties=species:S:1:pos:R:3:mulliken_charge:R:1
O 2.29 0.08 1.15 -0.3612
C 1.28 0.03 0.57 0.5555
N 0.06 -0.57 1.21 -0.1046
N -1.11 -0.51 0.67 -0.1259
C -1.21 0.43 -0.58 -0.0103
N -0.22 0.28 -1.43 -0.1496
O 1.09 -0.18 -0.85 -0.1910
H -2.19 0.45 -0.74 0.3870
```

Computed properties:
SMILES: O=c1nncno1
Net charge: 0
E_HOMO, Eh: -0.373
LUMO level, eV: -1.42
Orbital gap, eV: 8.741


*2*
2 unconnected molecules or ions with the total composition C2HN3O2. Source: the OMol25 dataset; level of theory: wB97M-V/def2-TZVPD.

```
8
Properties=species:S:1:pos:R:3:mulliken_charge:R:1
N -0.29 0.19 2.81 -0.3173
C -0.54 -0.46 1.86 0.4415
N -1.01 -0.72 0.73 0.1376
O -1.06 -1.71 -0.02 -0.2682
N 1.30 0.42 -1.15 -0.3809
C 0.33 1.03 -1.39 0.4886
O -0.62 1.66 -1.44 -0.3991
H 1.90 -0.40 -1.40 0.2979
```

Computed properties:
SMILES: N#CN=O.N=C=O
Net charge: 0
E_HOMO (spin up / spin down), Eh: -0.389 / -0.389
LUMO level (spin up / spin down), eV: -2.61 / -2.61
Orbital gap (spin up / spin down), eV: 7.972 / 7.974


Which of them is the least stable? Correct choice: *1*.


*1*
6 unconnected molecules or ions with the total composition C12H18N6. Source: the OMol25 dataset; level of theory: wB97M-V/def2-TZVPD.

```
36
Properties=species:S:1:pos:R:3:mulliken_charge:R:1
C 0.22 9.85 0.51 -0.5294
C -1.02 10.05 1.16 0.3760
N -2.01 10.29 1.76 -0.4294
H 0.25 9.08 -0.27 0.2682
H 0.96 9.63 1.28 0.2750
H 0.48 10.82 0.08 0.0423
C 1.64 12.24 -4.66 -0.8875
C 1.97 11.67 -3.38 0.4016
N 2.21 11.17 -2.37 -0.4345
H 2.04 13.25 -4.77 0.2604
H 0.57 12.07 -4.84 0.3299
H 2.13 11.64 -5.42 0.3413
C -0.12 13.95 -0.91 -0.0317
C -0.62 13.15 -2.03 0.3443
N -0.92 12.45 -2.93 -0.5380
H -0.46 13.35 -0.06 0.2344
H -0.58 14.94 -0.89 0.0829
H 0.96 14.01 -0.99 -0.2129
C -0.83 18.98 -2.11 -0.8655
C -1.31 18.13 -0.98 0.3647
N -1.67 17.46 -0.13 -0.3752
H -1.14 18.66 -3.10 0.2824
H 0.24 19.17 -2.03 0.2798
H -1.18 19.99 -1.89 0.3239
C -4.36 15.19 0.46 -0.8589
C -3.58 13.96 0.28 0.3560
N -2.97 13.02 0.07 -0.3454
H -3.89 15.79 1.24 0.2701
H -5.41 14.90 0.51 0.3210
H -4.33 15.81 -0.43 0.2603
C 3.22 15.64 -0.28 -0.6845
C 4.35 15.32 -1.15 0.3543
N 5.24 15.00 -1.85 -0.4072
H 3.59 16.30 0.51 0.3324
H 2.68 14.75 0.03 0.2773
H 2.41 16.00 -0.91 0.2216
```

Computed properties:
SMILES: CC#N.CC#N.CC#N.CC#N.CC#N.CC#N
Net charge: 0
E_HOMO, Eh: -0.396
LUMO level, eV: 0.03
Orbital gap, eV: 10.791


*2*
6 unconnected molecules or ions with the total composition C12H18N6. Source: the OMol25 dataset; level of theory: wB97M-V/def2-TZVPD.

```
36
Properties=species:S:1:pos:R:3:mulliken_charge:R:1
C 1.45 -2.15 -2.23 -0.0049
C 1.18 -1.44 -3.49 0.3096
N 0.99 -0.96 -4.58 -0.4415
H 0.56 -2.45 -1.69 -0.1101
H 1.89 -1.35 -1.62 -0.0602
H 2.19 -2.95 -2.26 0.3374
C -3.50 3.10 0.16 -0.4575
C -3.57 4.14 -0.88 0.2082
N -3.56 4.93 -1.71 -0.3342
H -3.33 3.57 1.13 0.2920
H -2.80 2.28 0.04 -0.0282
H -4.40 2.50 0.15 0.3042
C -1.49 -2.07 0.04 -0.4717
C -2.84 -2.63 -0.05 0.2101
N -3.91 -3.02 -0.10 -0.3799
H -0.77 -2.82 -0.29 0.2414
H -1.29 -1.96 1.11 -0.0093
H -1.17 -1.21 -0.55 0.3478
C 0.14 0.98 1.17 0.0079
C 1.33 0.98 0.26 0.0936
N 2.27 0.96 -0.39 -0.3720
H 0.38 1.35 2.17 0.3970
H -0.25 -0.04 1.24 -0.2614
H -0.57 1.54 0.58 0.0899
C -1.86 -0.45 3.74 -0.7596
C -2.72 -0.01 2.64 0.3819
N -3.42 0.31 1.75 -0.4155
H -0.96 0.16 3.65 0.2273
H -1.68 -1.52 3.64 0.2960
H -2.44 -0.38 4.66 0.3521
C 5.88 0.35 -0.99 -0.7761
C 5.30 -0.26 -2.20 0.3913
N 4.86 -0.78 -3.17 -0.4148
H 5.16 0.98 -0.46 0.2574
H 6.86 0.80 -1.17 0.3039
H 6.10 -0.45 -0.28 0.2480
```

Computed properties:
SMILES: CC#N.CC#N.CC#N.CC#N.CC#N.CC#N
Net charge: 0
E_HOMO, Eh: -0.409
LUMO level, eV: -0.26
Orbital gap, eV: 10.870


Which of them is the least stable? Correct choice: *2*.


*1*
2 unconnected molecules or ions with the total composition C3H5P. Source: the OMol25 dataset; level of theory: wB97M-V/def2-TZVPD.

```
9
Properties=species:S:1:pos:R:3:mulliken_charge:R:1
C -2.29 -0.74 -0.75 0.3001
C -1.24 -0.82 -0.15 -0.7088
C 1.48 0.16 0.01 -0.8839
P 0.32 -1.13 0.61 -0.0672
H -3.20 -0.61 -1.13 0.4729
H 1.83 0.67 0.86 0.3008
H 0.84 0.79 -0.55 0.2952
H 2.36 -0.22 -0.69 0.2788
H -0.10 1.90 1.79 0.0120
```

Computed properties:
Net charge: 0
E_HOMO (spin up / spin down), Eh: -0.344 / -0.295
LUMO level (spin up / spin down), eV: -1.10 / -0.36
Orbital gap (spin up / spin down), eV: 8.261 / 7.674


*2*
2 unconnected molecules or ions with the total composition C3H5P. Source: the OMol25 dataset; level of theory: wB97M-V/def2-TZVPD.

```
9
Properties=species:S:1:pos:R:3:mulliken_charge:R:1
C -1.21 0.00 -0.45 -0.2084
C -2.06 0.73 -0.92 0.0031
C -0.06 -0.69 0.10 -1.0038
P 2.82 1.22 1.49 0.0565
H -2.74 1.32 -1.40 0.4243
H 2.45 0.06 0.84 -0.0267
H 0.68 -0.40 -0.72 0.2014
H -0.22 -1.68 -0.07 0.3023
H 0.35 -0.56 1.13 0.2514
```

Computed properties:
Net charge: 0
E_HOMO (spin up / spin down), Eh: -0.329 / -0.330
LUMO level (spin up / spin down), eV: -1.57 / -1.57
Orbital gap (spin up / spin down), eV: 7.389 / 7.412


Which of them is the least stable? Correct choice: *1*.